{
  "formula": "C84H216N12O30",
  "method": "the ωB97M-V functional and the def2-TZVPD basis",
  "elements": ["C", "C", "O", "H", "H", "H", "H", "H", "H", "C", "C", "O", "H", "H", "H", "H", "H", "H", "C", "C", "O", "H", "H", "H", "H", "H", "H", "C", "C", "O", "H", "H", "H", "H", "H", "H", "C", "C", "O", "H", "H", "H", "H", "H", "H", "C", "C", "O", "H", "H", "H", "H", "H", "H", "C", "O", "C", "C", "N", "C", "C", "O", "C", "H", "H", "H", "H", "H", "H", "H", "H", "H", "H", "H", "H", "H", "H", "H", "C", "O", "C", "C", "N", "C", "C", "O", "C", "H", "H", "H", "H", "H", "H", "H", "H", "H", "H", "H", "H", "H", "H", "H", "C", "O", "C", "C", "N", "C", "C", "O", "C", "H", "H", "H", "H", "H", "H", "H", "H", "H", "H", "H", "H", "H", "H", "H", "C", "O", "C", "C", "N", "C", "C", "O", "C", "H", "H", "H", "H", "H", "H", "H", "H", "H", "H", "H", "H", "H", "H", "H", "C", "O", "C", "C", "N", "C", "C", "O", "C", "H", "H", "H", "H", "H", "H", "H", "H", "H", "H", "H", "H", "H", "H", "H", "C", "O", "C", "C", "N", "C", "C", "O", "C", "H", "H", "H", "H", "H", "H", "H", "H", "H", "H", "H", "H", "H", "H", "H", "C", "O", "C", "C", "N", "C", "C", "O", "C", "H", "H", "H", "H", "H", "H", "H", "H", "H", "H", "H", "H", "H", "H", "H", "C", "O", "C", "C", "N", "C", "C", "O", "C", "H", "H", "H", "H", "H", "H", "H", "H", "H", "H", "H", "H", "H", "H", "H", "C", "O", "C", "C", "N", "C", "C", "O", "C", "H", "H", "H", "H", "H", "H", "H", "H", "H", "H", "H", "H", "H", "H", "H", "C", "O", "C", "C", "N", "C", "C", "O", "C", "H", "H", "H", "H", "H", "H", "H", "H", "H", "H", "H", "H", "H", "H", "H", "C", "O", "C", "C", "N", "C", "C", "O", "C", "H", "H", "H", "H", "H", "H", "H", "H", "H", "H", "H", "H", "H", "H", "H", "C", "O", "C", "C", "N", "C", "C", "O", "C", "H", "H", "H", "H", "H", "H", "H", "H", "H", "H", "H", "H", "H", "H", "H"],
  "positions_angstrom": [[-1.733, -3.989, 3.431], [-1.309, -3.702, 1.985], [-1.050, -4.875, 1.264], [-2.624, -4.619, 3.298], [-1.959, -3.083, 4.015], [-1.001, -4.681, 3.940], [-0.467, -3.010, 1.948], [-2.163, -3.127, 1.413], [-1.163, -4.615, 0.312], [-4.521, 1.410, -5.918], [-5.667, 2.190, -6.522], [-6.213, 1.361, -7.537], [-4.963, 0.423, -5.725], [-4.208, 1.796, -4.931], [-3.657, 1.380, -6.532], [-5.322, 3.177, -6.936], [-6.428, 2.393, -5.778], [-6.142, 0.441, -7.288], [-6.894, -1.735, -1.492], [-5.961, -2.194, -2.635], [-5.167, -1.111, -3.051], [-7.502, -2.486, -1.034], [-7.595, -0.945, -1.798], [-6.344, -1.230, -0.740], [-6.506, -2.599, -3.509], [-5.327, -2.987, -2.198], [-4.319, -1.353, -3.468], [-3.965, -4.402, -5.273], [-3.913, -2.939, -5.755], [-3.253, -2.034, -4.822], [-4.164, -5.049, -6.166], [-4.663, -4.627, -4.419], [-2.991, -4.673, -4.934], [-4.915, -2.549, -5.814], [-3.372, -2.864, -6.726], [-2.281, -2.074, -4.916], [-1.356, -3.047, 8.066], [-0.489, -3.048, 9.301], [-0.751, -1.742, 9.844], [-1.361, -3.987, 7.491], [-1.058, -2.292, 7.455], [-2.383, -2.847, 8.342], [0.575, -3.047, 9.039], [-0.748, -3.814, 10.035], [-0.151, -1.579, 10.586], [-3.007, -5.493, -1.987], [-2.613, -4.061, -2.185], [-1.394, -3.798, -1.388], [-2.204, -6.218, -2.241], [-3.874, -5.679, -2.598], [-3.471, -5.637, -0.993], [-3.431, -3.415, -1.807], [-2.395, -3.757, -3.227], [-1.441, -2.888, -1.096], [1.759, -6.501, 0.604], [1.632, -6.992, -0.749], [0.343, -7.464, -1.086], [0.540, -8.523, -2.117], [0.960, -8.102, -3.465], [-0.013, -7.261, -4.109], [0.405, -7.113, -5.566], [1.605, -6.404, -5.602], [2.167, -6.299, -6.890], [2.818, -6.300, 0.789], [1.426, -7.321, 1.346], [1.139, -5.599, 0.737], [-0.368, -6.654, -1.462], [-0.056, -7.804, -0.149], [-0.437, -8.994, -2.198], [1.282, -9.168, -1.692], [1.844, -7.656, -3.372], [-0.022, -6.167, -3.749], [-1.006, -7.749, -4.079], [-0.397, -6.584, -6.135], [0.512, -8.148, -5.982], [2.778, -7.137, -7.244], [2.858, -5.500, -6.863], [1.391, -6.008, -7.699], [3.246, -3.266, 7.848], [2.829, -2.513, 6.696], [1.923, -3.250, 5.889], [2.030, -2.934, 4.369], [3.212, -3.510, 3.730], [4.312, -2.693, 3.427], [3.929, -1.500, 2.485], [3.500, -2.064, 1.255], [3.621, -1.294, 0.155], [2.441, -3.280, 8.607], [4.138, -2.770, 8.306], [3.470, -4.312, 7.576], [0.899, -3.063, 6.224], [2.131, -4.360, 6.026], [1.975, -1.869, 4.139], [1.139, -3.563, 4.034], [2.958, -4.157, 3.007], [5.160, -3.296, 3.013], [4.679, -2.198, 4.354], [4.819, -0.830, 2.312], [3.213, -0.871, 2.968], [2.915, -1.452, -0.621], [4.618, -1.333, -0.314], [3.465, -0.230, 0.469], [-2.740, 2.885, 3.101], [-2.800, 1.780, 2.176], [-4.122, 1.432, 1.855], [-4.645, 0.289, 2.735], [-4.172, -0.991, 2.371], [-4.470, -2.163, 3.179], [-5.745, -2.891, 2.729], [-6.890, -2.059, 2.965], [-8.120, -2.589, 2.450], [-1.651, 2.993, 3.318], [-3.229, 2.640, 4.070], [-3.230, 3.780, 2.682], [-4.080, 1.063, 0.830], [-4.729, 2.391, 1.785], [-5.771, 0.241, 2.769], [-4.375, 0.594, 3.797], [-3.174, -1.007, 2.134], [-4.622, -1.883, 4.238], [-3.735, -2.915, 3.051], [-5.919, -3.866, 3.282], [-5.656, -3.089, 1.628], [-8.679, -1.876, 1.754], [-8.716, -2.872, 3.264], [-7.908, -3.454, 1.864], [-4.243, 2.714, -1.856], [-3.611, 3.500, -0.901], [-2.633, 4.326, -1.522], [-1.608, 4.788, -0.524], [-0.920, 3.553, -0.014], [-0.029, 3.838, 1.105], [1.185, 4.628, 0.629], [2.005, 4.081, -0.420], [2.379, 2.779, -0.072], [-5.103, 2.232, -1.318], [-3.516, 1.910, -2.250], [-4.501, 3.252, -2.716], [-3.176, 5.179, -1.913], [-2.104, 3.799, -2.339], [-2.011, 5.379, 0.335], [-0.813, 5.410, -0.947], [-1.702, 3.054, 0.373], [0.213, 2.965, 1.655], [-0.518, 4.505, 1.819], [1.855, 4.730, 1.552], [0.979, 5.612, 0.295], [2.975, 2.814, 0.838], [2.937, 2.339, -0.920], [1.515, 2.116, 0.035], [-3.370, -0.856, 11.135], [-2.344, 0.092, 11.357], [-2.625, 1.001, 12.380], [-1.438, 2.006, 12.341], [-1.172, 2.705, 11.031], [-1.725, 4.051, 10.983], [-1.433, 4.814, 9.759], [-1.970, 4.265, 8.573], [-1.785, 5.184, 7.475], [-3.373, -1.508, 12.037], [-3.088, -1.421, 10.297], [-4.352, -0.418, 11.119], [-2.768, 0.484, 13.363], [-3.578, 1.558, 12.181], [-0.466, 1.444, 12.474], [-1.467, 2.787, 13.093], [-1.618, 2.165, 10.324], [-1.284, 4.663, 11.772], [-2.852, 4.105, 11.143], [-0.409, 5.023, 9.562], [-1.875, 5.800, 9.951], [-2.326, 4.741, 6.669], [-0.780, 5.314, 7.080], [-2.123, 6.218, 7.710], [4.161, -3.067, -9.263], [3.651, -2.822, -8.017], [4.548, -3.069, -6.972], [3.955, -2.793, -5.637], [3.262, -1.493, -5.514], [2.619, -1.223, -4.238], [1.877, -2.335, -3.515], [2.840, -3.133, -2.843], [2.193, -4.155, -2.123], [4.973, -2.265, -9.543], [3.300, -3.005, -9.941], [4.671, -4.008, -9.369], [5.520, -2.519, -7.151], [4.843, -4.158, -6.935], [4.707, -2.929, -4.849], [3.193, -3.662, -5.489], [2.581, -1.417, -6.288], [1.926, -0.414, -4.438], [3.347, -0.968, -3.440], [1.306, -2.976, -4.202], [1.143, -1.875, -2.794], [2.984, -4.769, -1.705], [1.603, -4.764, -2.811], [1.508, -3.810, -1.262], [3.301, 0.923, -8.253], [2.024, 0.471, -7.790], [1.483, 1.360, -6.873], [0.097, 0.890, -6.363], [-0.866, 0.891, -7.432], [-1.631, -0.342, -7.464], [-0.803, -1.678, -7.562], [-0.820, -2.343, -6.322], [-0.497, -3.680, -6.450], [3.795, 0.023, -8.668], [3.964, 1.308, -7.464], [3.235, 1.571, -9.123], [1.423, 2.321, -7.372], [2.163, 1.464, -6.052], [-0.187, 1.537, -5.519], [0.149, -0.152, -5.934], [-0.423, 0.998, -8.342], [-2.360, -0.272, -8.313], [-2.332, -0.419, -6.596], [0.233, -1.437, -7.787], [-1.210, -2.352, -8.331], [0.372, -3.902, -7.092], [-1.350, -4.251, -6.869], [-0.306, -4.159, -5.468], [5.783, 3.408, -8.636], [5.150, 3.425, -7.383], [5.632, 4.457, -6.558], [4.768, 4.368, -5.272], [3.346, 4.693, -5.535], [2.649, 4.453, -4.317], [1.179, 4.903, -4.497], [0.626, 3.900, -5.367], [-0.414, 4.376, -6.169], [5.502, 4.335, -9.201], [5.376, 2.589, -9.226], [6.855, 3.409, -8.537], [5.365, 5.432, -7.025], [6.644, 4.359, -6.376], [5.084, 5.142, -4.623], [4.896, 3.357, -4.772], [3.023, 4.043, -6.196], [3.129, 4.992, -3.475], [2.680, 3.425, -4.024], [1.264, 5.944, -4.887], [0.593, 5.068, -3.607], [-0.804, 5.315, -5.798], [-1.239, 3.683, -6.162], [-0.082, 4.467, -7.223], [0.019, 1.682, -2.786], [-0.193, 0.302, -2.953], [-1.573, 0.009, -2.724], [-2.013, -0.031, -1.257], [-1.494, -1.227, -0.521], [-0.063, -1.074, -0.100], [0.177, -0.164, 1.123], [-0.357, -0.755, 2.331], [-0.249, 0.037, 3.428], [1.107, 1.813, -2.770], [-0.352, 2.132, -1.908], [-0.377, 2.293, -3.623], [-1.799, -0.937, -3.169], [-2.142, 0.772, -3.265], [-3.099, -0.204, -1.316], [-1.703, 0.884, -0.727], [-1.943, -1.282, 0.349], [0.548, -0.671, -0.905], [0.301, -2.042, 0.119], [-0.346, 0.799, 1.135], [1.222, 0.013, 1.190], [-0.764, 0.974, 3.162], [0.758, 0.364, 3.780], [-0.853, -0.449, 4.180], [8.201, -0.283, -8.014], [7.931, -0.263, -6.643], [6.787, 0.429, -6.230], [6.529, 0.129, -4.759], [5.367, 0.857, -4.277], [5.145, 0.719, -2.851], [5.798, 1.835, -2.021], [6.002, 1.335, -0.665], [6.353, 2.304, 0.304], [8.961, -1.126, -8.126], [8.650, 0.671, -8.307], [7.352, -0.488, -8.707], [5.836, 0.012, -6.753], [6.818, 1.490, -6.496], [7.390, 0.351, -4.122], [6.306, -0.924, -4.623], [4.562, 0.459, -4.773], [5.439, -0.285, -2.476], [4.107, 0.726, -2.677], [5.130, 2.704, -1.975], [6.677, 2.188, -2.542], [5.713, 3.191, 0.135], [7.432, 2.614, 0.184], [6.153, 1.918, 1.302], [-4.585, 1.913, 8.021], [-4.332, 0.841, 7.075], [-3.041, 0.342, 7.126], [-1.850, 1.297, 6.945], [-0.612, 0.521, 6.851], [0.592, 1.318, 6.973], [1.805, 0.515, 6.608], [2.932, 1.293, 7.029], [4.097, 0.499, 6.750], [-3.932, 2.767, 7.802], [-4.267, 1.480, 9.011], [-5.629, 2.122, 7.927], [-2.975, -0.425, 6.329], [-2.895, -0.164, 8.096], [-1.892, 2.070, 7.761], [-2.017, 1.845, 6.032], [-0.646, -0.202, 7.571], [0.740, 1.839, 7.931], [0.397, 2.159, 6.290], [1.790, 0.331, 5.532], [1.800, -0.445, 7.169], [4.100, 0.012, 5.755], [4.173, -0.337, 7.450], [4.974, 1.136, 6.937], [-4.473, 6.775, 2.896], [-3.184, 7.013, 3.495], [-2.499, 8.251, 3.068], [-1.180, 8.251, 3.872], [-0.389, 6.972, 3.658], [0.644, 6.901, 4.619], [1.510, 5.667, 4.416], [0.685, 4.571, 4.321], [1.395, 3.331, 4.122], [-5.197, 7.562, 3.084], [-4.890, 5.877, 3.317], [-4.437, 6.567, 1.777], [-3.006, 9.133, 3.479], [-2.386, 8.203, 2.005], [-1.571, 8.369, 4.929], [-0.616, 9.163, 3.586], [-0.976, 6.152, 3.824], [0.349, 7.024, 5.685], [1.318, 7.694, 4.417], [2.174, 5.578, 5.280], [2.019, 5.853, 3.468], [1.958, 3.112, 5.076], [2.148, 3.351, 3.344], [0.586, 2.648, 3.966]],
  "atomic_forces_ev_per_a": [[0.3726, -1.4255, -0.6030], [-1.2113, 1.7423, -0.5907], [-0.1481, -0.1180, -0.6963], [-0.0848, 0.2276, 0.5345], [0.3014, -0.4379, -0.1925], [-0.4558, 1.0173, -0.4170], [0.1841, -0.1438, 0.1702], [1.1204, -0.8220, 1.2330], [0.1582, -0.4383, 0.5703], [-0.8682, 0.3319, 1.6974], [0.7532, 0.0842, -0.1785], [-0.4602, 1.0096, -1.0205], [0.6502, -0.1114, 0.1062], [-0.1381, -0.0373, -0.3065], [0.6760, -0.2268, -0.7764], [-0.4703, -1.0160, -0.0290], [-0.1960, 0.1427, 0.2818], [0.1017, -0.1550, 0.2858], [-0.3874, 1.0521, -1.5101], [-0.0861, -0.4014, 0.6781], [0.1780, 0.9117, 0.2246], [-0.1415, -0.8810, 0.1195], [0.0823, -0.2692, -0.4516], [0.9813, 0.1337, 0.9082], [-0.0283, -0.0305, 0.4477], [-0.2129, 0.0179, -0.3777], [-0.5300, -0.4810, -0.0555], [-0.6436, -0.0340, -0.5973], [0.9541, 0.1024, 0.6871], [-0.0263, -0.5299, -0.1517], [-0.2031, 0.4103, 0.8631], [0.4441, 0.4819, -1.0795], [0.8484, -0.3501, 0.2259], [-0.3639, 0.2361, -0.4087], [-0.5720, -0.1026, 0.4997], [-0.4844, -0.1828, -0.4368], [-0.8439, -2.8326, 1.1903], [-0.0341, 1.1894, -0.1803], [0.3175, -0.0595, 0.4834], [0.2000, 0.2082, 0.2952], [0.9243, 2.1482, -1.8982], [-0.3141, 0.0118, 0.1836], [-0.1845, -0.6276, 0.0279], [0.1254, -0.1765, -0.1422], [-0.2869, 0.0659, -0.1846], [-0.4554, -0.3582, 0.1235], [1.3426, 0.9624, 1.0063], [-0.9800, -1.8090, -0.9074], [-0.6296, 0.5016, 0.3750], [-0.2377, -0.3110, -0.7981], [0.9747, -0.0773, -0.0558], [0.4498, -0.1151, -0.2209], [-0.1848, -0.4122, 0.5757], [-0.1234, 1.3767, 0.1282], [-0.7354, -1.1153, -0.0086], [0.7085, 0.8222, 0.6008], [-0.0023, 1.9370, -0.0441], [-0.7292, 0.1480, -0.4248], [-0.9670, -0.7239, 1.3463], [0.5198, 1.4791, -0.8248], [-1.0751, -1.0600, -0.2712], [0.4087, 0.0385, -0.4433], [-1.1589, 0.3417, -1.2841], [-0.1823, 0.0522, -0.1845], [0.3413, 1.2132, -0.9885], [0.2723, -0.3594, 0.1774], [1.0479, -0.5738, 0.4955], [-0.8219, -0.8071, 0.2900], [0.0044, -0.6346, -0.2174], [0.3014, -0.8189, -0.0847], [0.7491, 0.5748, -0.2131], [-0.4678, -1.3918, 0.0886], [0.3724, 0.4504, 0.1962], [0.4363, -0.1736, 0.1294], [0.0635, 0.7206, 0.0562], [-0.5773, -0.5180, 0.2852], [0.6796, 1.1391, 0.1665], [0.9403, -0.6527, 1.2082], [-0.0256, 0.6108, 0.0525], [0.6333, -0.7738, 0.4092], [0.6134, -0.6468, -0.3707], [-0.4163, -1.8590, 0.6931], [-1.0997, -1.3231, 0.9205], [1.0071, 2.0379, -0.2949], [2.4764, -0.9547, -0.6498], [-0.8090, -1.7598, 1.8133], [1.2169, 3.2852, -0.4996], [0.3354, -0.0432, -0.2267], [-0.6801, -0.3903, -0.5362], [0.1264, 0.4024, 0.0614], [-0.1751, 0.0799, 0.0002], [-0.2663, 1.1257, -0.3277], [-0.6582, -0.0618, 0.1902], [0.8431, 1.3769, -0.2687], [0.0693, 0.0912, -0.3168], [-0.8013, 0.5546, 0.1654], [-0.0561, -0.4199, -0.2971], [-0.4897, -0.6662, 0.0854], [-1.0218, 0.4247, 0.0700], [-0.9537, -0.8568, -0.5321], [-0.0274, -0.0737, 0.1941], [0.2135, -0.2527, -0.5016], [0.5809, -1.0152, 0.3780], [0.4550, 0.9268, 0.6556], [-0.8275, 0.1056, -0.9517], [-1.6609, 1.7168, 2.0478], [1.6262, -1.3937, -1.3261], [-2.2586, 0.6702, 0.2208], [-0.8151, -0.0526, -0.2959], [-0.1157, 0.1208, -0.4862], [0.9035, 1.4690, -1.3049], [-0.8786, 0.4738, -0.2132], [0.0948, 0.0344, -0.5333], [0.4437, -0.1437, 0.0158], [-0.0335, -0.1013, -0.2392], [0.2072, -1.3011, 0.5266], [1.0086, 0.2532, -0.3231], [-0.1026, -0.4103, -0.6435], [-0.4570, 0.3459, 0.3289], [0.3551, -0.2279, -0.0761], [0.9347, -0.2050, 0.1067], [0.5343, 0.8191, -0.5112], [-0.0702, -0.0146, 0.7416], [0.8971, -0.5520, 1.1282], [-1.1383, -0.3060, 1.1256], [0.0935, -0.8558, -0.5397], [0.6334, -2.9619, 1.1359], [0.9711, 0.4938, 0.3411], [-0.0123, 0.4597, 0.0273], [1.2951, -0.7198, 1.2085], [-0.7236, 0.6296, 0.0591], [-0.3921, 1.8617, -1.3693], [2.1624, -0.8253, 1.4020], [-1.0893, -0.0122, 0.4285], [0.1711, -0.5973, -1.1174], [0.6557, 0.3307, -0.9637], [-1.1147, 0.8615, 0.6903], [-0.9739, 1.0821, -1.2432], [0.0351, 0.3849, -0.4998], [-0.3108, 0.0380, 0.2595], [-0.1919, -0.3417, -0.5196], [-0.4424, 0.0387, -0.4803], [-0.2946, -0.8447, 0.2089], [0.4045, -1.0734, 0.2100], [-0.0042, 0.2132, 0.3107], [-0.6826, 0.0574, -0.9605], [-0.5950, 0.9047, -0.1632], [0.2322, -0.3563, 0.2246], [0.1417, 0.3562, 0.5018], [-0.0562, 0.0994, 0.2874], [0.6443, 0.0278, 2.6545], [-0.2359, 0.1027, -0.5396], [0.0149, 1.2939, 0.0112], [1.7093, -0.5735, -0.7654], [-0.7129, 0.2567, 1.3123], [-1.1106, -0.5111, 0.8211], [-0.5851, 1.0258, -0.9006], [0.1682, 0.8856, -0.5270], [-0.3297, -0.0030, 0.5992], [-0.1513, -0.1313, -0.4713], [0.0513, -0.6174, -1.1869], [-0.5339, 0.4447, -0.5529], [0.4052, 0.3929, -0.4777], [0.4542, -0.3747, 0.0088], [-1.1909, 0.2031, 0.4007], [-0.2795, -0.1132, 0.3664], [-0.1962, -0.6358, -0.8775], [0.0261, -0.1988, 0.2586], [0.9417, -0.2264, -0.0861], [1.3473, -0.1849, 0.2678], [-0.2025, 0.1754, -0.2263], [-0.6941, 0.0315, -0.6278], [0.6370, -0.4431, 0.5348], [-0.2545, -0.6961, 0.0127], [1.1566, 1.9452, -1.4926], [-0.7361, -0.0479, 1.3696], [2.0921, -0.4592, -0.3318], [-2.3332, -0.9332, 0.8920], [0.4712, -0.5757, -0.8028], [0.0504, -0.3846, 0.5994], [-0.5238, 0.0113, -0.0626], [-0.6645, 0.4709, 0.3091], [-0.2943, -0.1236, 0.9496], [-1.3889, -1.1310, 0.2725], [0.4944, -0.0064, -0.1551], [0.0683, -0.7872, 0.1053], [-0.8323, -0.1199, 0.1259], [-0.1839, 0.7300, -0.2946], [-0.1455, 0.1956, -0.1920], [1.0083, 1.2058, 0.0868], [0.5314, 0.0413, 0.6067], [-0.0634, 0.3505, 0.3404], [-0.0352, 0.3962, -0.7732], [-0.1038, 0.0695, -0.0285], [0.6399, -0.3861, -0.4771], [-0.0490, -0.1635, 0.1430], [-0.1869, -0.1409, 0.0754], [0.9081, -0.1347, -1.2641], [0.3384, -1.8306, -0.3592], [0.7837, -0.6267, -0.7067], [-1.1259, 0.0505, 0.4163], [1.3623, -0.4943, 0.3499], [-0.7269, -0.3030, -0.4996], [-1.3380, -0.6749, -0.5056], [-0.6305, 1.1227, -0.1975], [-0.0850, 0.3286, 0.8077], [-0.0334, -2.1088, 0.2517], [-0.1614, 0.2019, 0.3549], [-0.5140, 0.1783, -0.1388], [-0.3393, 0.7167, 0.1825], [-0.4004, 0.6201, 0.1311], [0.4587, 0.2070, 0.9018], [-0.0306, -0.0583, -0.3947], [0.4334, 0.9414, -0.2337], [0.1051, 0.0630, 0.3173], [0.7728, -0.1396, 0.3830], [0.8307, 0.0701, -0.2916], [0.2151, 0.0279, -0.4077], [0.0053, 0.2000, 0.0212], [-0.0473, 0.4259, 0.1780], [0.1436, 0.1819, -0.1276], [0.0230, 0.6242, -0.3251], [-1.2078, 1.2601, -0.6113], [0.2249, -0.5926, -0.3417], [-4.1307, 0.5989, 0.4487], [0.1778, -0.8131, -1.0162], [2.0586, 0.4562, 0.4322], [-1.5391, 1.2806, 1.4159], [1.6398, 0.0424, -0.5039], [0.3207, 1.0551, 0.7212], [-0.2208, 0.0562, -0.8393], [0.2917, -0.4333, 0.3028], [0.3400, -0.2723, 0.1810], [0.6122, -0.3658, -0.0700], [0.5390, -0.3140, 0.1332], [2.3228, -0.1464, 0.4578], [0.6868, 0.6744, 0.9796], [-0.0202, 0.9369, -0.5692], [-0.6364, -0.9581, -1.2362], [-0.2787, 0.0562, -0.4599], [-0.1247, -1.0928, 0.2704], [-0.3116, -0.7714, -0.7249], [-0.2526, -0.7186, 0.7498], [-0.0021, 0.3987, -0.0863], [-0.3328, -0.5403, 0.0050], [-0.1210, 0.2145, 0.4392], [1.4519, 0.4047, -1.4936], [-0.8211, -0.1772, 0.4077], [0.4319, 0.5282, 0.3447], [0.2533, -0.9808, 0.0396], [1.8822, 1.1567, -1.2571], [-0.7685, 1.5563, 0.2016], [-1.8785, -0.4986, 0.5686], [1.1505, -1.8348, -2.2979], [-0.7435, 1.9195, 0.6128], [-0.1011, 0.1354, -0.1156], [-0.6207, 0.0934, 1.4532], [0.0998, -0.4310, 0.0618], [0.0492, -0.7233, -0.2889], [-0.2708, -0.0634, 0.0638], [0.1671, 0.5909, 0.3247], [-0.5430, 0.0063, -0.1718], [-1.3166, -0.1082, 1.2521], [-0.2041, -0.0245, -0.2389], [0.5870, -1.1092, 0.3687], [0.1069, 0.2457, -0.9388], [1.2306, 0.0994, 0.3788], [-0.0192, 0.2356, 0.4523], [-0.2493, -0.8525, -0.2996], [0.3142, 0.0681, 0.7221], [1.1282, -0.9784, -0.4523], [-0.2950, -0.4409, 0.3422], [-1.9637, -0.9512, -0.6462], [0.1119, 0.4076, 0.3260], [-0.5196, 0.4217, -0.4279], [1.0834, -0.4461, 0.3376], [-0.6426, -0.5565, 0.9149], [0.0202, -0.0408, -1.0401], [0.3586, 0.8556, -1.2141], [-0.9029, 1.2261, -0.1766], [0.0757, -0.0277, -0.2274], [0.1068, 0.0319, 0.7543], [1.3399, 0.5714, 0.3531], [0.1450, 0.1389, 0.3448], [0.0786, 0.1635, -0.1739], [0.3804, -0.6391, -0.2485], [0.2516, 0.2496, 0.2086], [0.3672, 0.3796, 0.0208], [-1.4610, 0.3042, 0.2444], [-0.1027, -0.0001, 0.0469], [0.8341, -0.0791, 0.2234], [0.3000, -0.0630, 0.3016], [-0.9488, -0.2674, 0.3147], [0.1474, -0.1928, -0.0789], [1.8638, -1.7822, -0.0778], [-0.6665, 1.3889, -0.1990], [1.0716, -1.0990, 0.0077], [-0.7411, 0.3369, 0.7880], [-0.7070, -0.3603, 0.6092], [-1.0075, 1.0467, -0.2489], [-0.2406, 0.5530, 1.1836], [0.5336, -1.3645, -1.2401], [0.3393, 0.3561, 0.6344], [-0.4271, 0.0376, 0.1164], [-0.6490, 0.7484, -0.3926], [-0.5061, 0.2788, 0.2645], [-0.0653, 0.2382, 0.3577], [0.0639, -0.1168, 0.0119], [0.4833, -0.6840, -0.4423], [0.1393, 0.3328, -0.6712], [0.1582, 0.2056, 0.0005], [-0.0723, -0.4766, 0.2596], [0.5263, -0.1788, -0.1181], [0.4014, -0.2078, -0.0333], [-0.0135, 0.3563, -0.4959], [-0.0625, 0.6780, 0.1857], [-0.1845, -0.0458, 0.1642], [-0.2668, -0.1655, -0.4424], [0.8013, -0.0285, -1.1437], [-0.5281, 0.8892, -0.6965], [0.0793, -1.6429, 2.0268], [-0.8403, -1.2004, -0.2767], [-1.7300, 1.4162, 0.0714], [1.1694, -0.3740, 0.9494], [-0.3908, 1.1620, 0.1914], [-0.1145, -1.5352, -0.5312], [0.1803, 1.1509, 2.1715], [0.0872, 0.4257, 0.0281], [0.1045, -0.4370, 0.4699], [0.2865, 0.5121, 1.1100], [-0.4830, -0.0810, -0.7241], [0.1022, 0.3488, -0.7213], [0.8944, -0.2063, -0.6927], [0.0281, -0.7410, 0.2326], [-0.3335, 0.5109, -0.3346], [-0.2661, -0.2474, -0.3275], [0.7558, 1.1793, 0.0427], [0.4727, -0.0508, -0.1692], [0.5435, -0.3189, 0.0213], [-0.5589, -0.1432, -0.8208], [-0.1555, 0.1859, -0.6005], [0.0349, -0.8662, -0.2412]],
  "homo_energy_ev": -8.161,
  "e_lumo_ev": 0.64,
  "charge": 0,
  "e_above_lowest_kcal_mol": 68.8,
  "fmax_ev_per_a": 4.198,
  "homo_lumo_gap_ev": 8.80
}